ORCA calculation (ωB97M-V/def2-TZVPD) on C19H7Cl61FInO4S as an isolated structure at a distorted geometry.

Summary:
Kohn-Sham gap ... 3.18 eV
Max |F| ... 1.35 eV/Å
Charge ... -2
DFT total energy ... -810597.67593 eV

Each line ends with the Mulliken charge.
Geometry (Å):
C -1.2257 7.2588 5.9644  -0.82
C 0.2238 7.1689 5.5252  0.30
Cl 1.1352 6.1274 6.6739  -0.21
C 0.3223 6.6453 4.1050  -1.42
In -0.2417 4.5305 3.7089  0.69
C -0.2023 4.1244 1.4871  0.45
O -1.1107 3.4050 0.9665  -0.72
O 0.7677 4.6285 0.8944  -0.62
S 1.5575 2.8807 4.6869  0.62
O 1.5025 2.5961 6.1104  -0.62
O 2.8960 3.1871 4.2160  -0.57
F 1.2354 1.4221 3.9932  -0.13
H -1.7290 8.0565 5.4294  0.00
H -1.3152 7.4181 7.0368  0.39
H -1.6978 6.3123 5.7034  0.18
H 0.6781 8.1598 5.5597  0.34
H 1.3190 6.8113 3.6990  0.42
H -0.3600 7.2321 3.4842  0.35
H -1.8331 4.0971 4.3906  -0.38
C -2.7973 0.5551 3.8178  -0.05
Cl -1.4412 0.1577 4.8765  -0.07
Cl -2.0779 1.4541 2.4954  0.19
Cl -3.5460 -0.9507 3.2137  -0.03
Cl -4.0275 1.4977 4.6623  -0.11
C 1.2772 0.0608 -0.2071  -0.22
Cl 0.0718 1.2965 0.0760  0.38
Cl 2.1996 0.4494 -1.6794  0.03
Cl 2.3805 -0.0043 1.1708  0.08
Cl 0.5052 -1.5356 -0.4289  0.00
C 2.0626 -1.7251 -5.3307  0.35
Cl 3.8217 -1.5369 -5.3575  -0.12
Cl 1.5860 -2.8950 -6.5651  -0.12
Cl 1.5571 -2.2892 -3.7427  0.03
Cl 1.3117 -0.1505 -5.6447  -0.11
C -3.4329 1.4699 -1.9549  0.14
Cl -4.6859 2.6179 -2.4660  -0.14
Cl -1.9277 1.8291 -2.8022  -0.06
Cl -3.1811 1.5566 -0.2335  0.02
Cl -3.9447 -0.1843 -2.3979  -0.11
C 6.3483 -1.3610 -0.9893  0.11
Cl 4.9943 -0.9699 0.0556  0.08
Cl 7.5170 -0.0351 -1.0086  -0.08
Cl 7.1547 -2.8405 -0.4320  -0.14
Cl 5.7087 -1.6254 -2.6198  -0.02
C -1.7503 -0.5255 -9.3409  0.26
Cl -2.5932 1.0265 -9.3351  -0.11
Cl -2.9382 -1.8367 -9.3116  -0.11
Cl -0.7760 -0.6564 -10.8138  -0.12
Cl -0.7041 -0.6403 -7.9311  0.07
C -4.8032 9.3249 4.9766  0.34
Cl -5.0660 10.8663 4.1367  -0.13
Cl -3.8882 8.2392 3.9483  -0.01
Cl -3.9245 9.6315 6.4815  -0.10
Cl -6.3737 8.6016 5.3595  -0.12
C -0.2202 -6.7530 -5.4871  0.20
Cl -1.0039 -7.7081 -4.2228  -0.11
Cl -1.3587 -6.4955 -6.8177  -0.13
Cl 0.2900 -5.2001 -4.8432  0.06
Cl 1.1923 -7.6299 -6.0954  -0.05
C -6.4832 -3.1486 0.3574  0.16
Cl -5.4336 -3.3882 1.7489  -0.03
Cl -5.6684 -2.1222 -0.8228  -0.01
Cl -6.8513 -4.7130 -0.3948  -0.03
Cl -7.9887 -2.3841 0.8804  -0.12
C 3.0033 -1.8204 5.0125  0.23
Cl 1.2676 -1.6237 5.2177  -0.04
Cl 3.2996 -3.1680 3.8903  -0.13
Cl 3.6722 -0.3421 4.3355  0.03
Cl 3.7671 -2.1918 6.5666  -0.12
C -1.4904 -4.5127 0.8284  0.07
Cl -2.6330 -3.4168 0.0655  0.06
Cl -0.3366 -3.5901 1.7850  0.02
Cl -2.3653 -5.6401 1.8813  -0.13
Cl -0.6276 -5.4361 -0.4158  -0.08
C 6.2099 3.6887 -2.2428  0.23
Cl 5.3525 5.2071 -2.5003  -0.11
Cl 5.0725 2.3508 -2.2796  0.08
Cl 7.4220 3.4716 -3.5256  -0.13
Cl 7.0239 3.7285 -0.6773  -0.09
C 6.5434 0.9502 6.7463  0.28
Cl 8.1025 1.7480 7.0610  -0.14
Cl 6.7633 -0.2748 5.4924  -0.08
Cl 5.9903 0.1783 8.2418  -0.12
Cl 5.3575 2.1236 6.2115  0.03
C 3.5370 -9.6005 -9.1843  0.37
Cl 2.4052 -8.8436 -10.3078  -0.10
Cl 3.8333 -8.5137 -7.8290  -0.07
Cl 2.8486 -11.1133 -8.5862  -0.10
Cl 5.0594 -9.9357 -10.0172  -0.11
C -8.4170 -6.9582 -3.6776  0.36
Cl -7.6551 -7.6866 -5.0971  -0.10
Cl -8.0241 -5.2464 -3.6048  -0.07
Cl -10.1708 -7.1633 -3.7867  -0.11
Cl -7.8243 -7.7608 -2.2190  -0.10

---

ORCA calculation (ωB97M-V/def2-TZVPD) on C19H9Br2Cl3N3O6Ti as an isolated structure at a distorted geometry.

Summary:
Kohn-Sham gap (alpha / beta) ... 5.44 / 5.48 eV
Expectation value of S² ... 2.037
Max |F| ... 4.79 eV/Å
Charge ... -1
2S+1 ... 3
DFT total energy ... -237359.76562 eV

Each line ends with the Mulliken charge.
Geometry (Å):
Ti 0.2424 0.9802 0.1002  0.11
O -1.2069 -2.1292 1.9838  -0.70
C -0.9102 -1.0000 1.6654  0.55
O 0.2820 -0.5538 1.4008  -0.56
C -1.9271 0.1606 1.6943  0.24
C -3.0834 0.2720 2.4506  -0.92
C -3.6299 1.5370 2.6195  -0.07
C -2.9591 2.6651 2.1572  -0.89
C -1.8099 2.4770 1.4054  0.40
N -1.4465 1.2437 1.0902  0.62
C -0.7223 3.4983 1.0776  0.37
O -0.8886 4.6880 1.2223  -0.69
O 0.3893 2.9191 0.7071  -0.52
H -3.5027 -0.5981 2.9362  0.52
H -4.5363 1.6516 3.2006  0.42
H -3.2790 3.6660 2.4117  0.51
Br -2.3820 -5.2836 -1.8493  -0.22
C -1.5988 -3.5667 -1.6310  0.19
C -2.4111 -2.4251 -1.7869  -0.98
C -1.7894 -1.2186 -1.5998  -0.16
N -0.4879 -1.0522 -1.3138  0.06
C 0.2955 -2.1614 -1.2076  1.34
C -0.2794 -3.4625 -1.3434  -0.83
C 1.6578 -1.9556 -0.9392  -0.87
C 2.6657 -2.4253 0.0018  -0.24
C 3.6573 -1.7673 0.6766  0.21
Br 4.8208 -2.9076 1.7515  -0.33
C 4.2034 -0.2830 0.8487  -0.33
C 3.6219 0.7009 0.1957  -0.61
N 1.9584 -0.5948 -1.1329  -0.49
H -3.4639 -2.4902 -2.0119  0.40
H -2.3732 -0.3037 -1.6594  0.39
H 0.3451 -4.3372 -1.2309  0.49
H 2.6250 -3.4907 0.2215  0.33
H 5.0375 -0.2108 1.5297  0.43
H 1.8509 1.9149 -0.2230  0.48
Cl 3.9705 3.0096 -2.4176  -0.19
C 2.9350 1.6528 -2.3027  0.01
Cl 2.2283 1.0682 -3.7601  -0.21
Cl 2.5049 0.7170 -0.8924  0.63
C -0.1822 3.1341 -2.0076  1.01
O 0.3166 4.1253 -2.2994  -0.38
O -0.7386 2.1358 -1.7396  -0.50

---

ORCA calculation (ωB97M-V/def2-TZVPD) on a 2-piece molecular cluster, C2 overall at a distorted geometry.

Summary:
Kohn-Sham gap ... 4.99 eV
Max |F| ... 3.36 eV/Å
DFT total energy ... -2056.13158 eV

Each line ends with the Mulliken charge.
Geometry (Å):
C -1.3013 0.4792 0.5544  0.00
C 1.3013 -0.4792 -0.5544  0.00

---

ORCA calculation (ωB97M-V/def2-TZVPD) on C2 as an isolated structure at a distorted geometry.

Summary:
Kohn-Sham gap (alpha / beta) ... 7.17 / 7.62 eV
Expectation value of S² ... 0.751
Max |F| ... 4.02 eV/Å
Charge ... +1
2S+1 ... 2
DFT total energy ... -2051.08348 eV

Each line ends with the Mulliken charge.
Geometry (Å):
C 0.0000 0.0000 1.0255  0.50
C 0.0000 0.0000 -1.0255  0.50

---

ORCA calculation (ωB97M-V/def2-TZVPD) on C20AlB5O40 as an isolated structure at a distorted geometry.

Summary:
Kohn-Sham gap (alpha / beta) ... 7.56 / 3.16 eV
Expectation value of S² ... 0.759
Max |F| ... 6.68 eV/Å
Charge ... -3
2S+1 ... 2
DFT total energy ... -112644.71235 eV

Each line ends with the Mulliken charge.
Geometry (Å):
Al -0.4815 2.8922 1.5601  1.23
O -4.9048 -3.9787 -2.5847  -0.60
C -4.7731 -2.7741 -2.5411  0.52
O -3.7167 -2.0683 -2.5966  -0.43
B -3.9916 -0.6464 -2.3174  1.09
O -5.4612 -0.6299 -2.0946  -0.60
C -5.9070 -1.8365 -2.1179  0.67
O -7.0830 -2.0484 -1.9142  -0.72
O -3.5956 0.2648 -3.4489  -0.59
C -2.7741 1.1786 -2.9794  0.19
O -2.3631 2.1017 -3.6310  -0.61
C -2.5428 0.8463 -1.4534  0.36
O -3.2433 -0.1602 -1.1264  -0.07
O -1.7595 1.4610 -0.6900  -0.47
O 2.2413 3.9111 1.8594  -0.60
C 3.0301 3.1329 2.4250  0.84
O 4.2957 2.9948 2.2353  -0.47
B 4.7716 1.6946 2.7297  0.89
O 3.6799 1.1876 3.6065  -0.38
C 2.6311 2.0207 3.4306  0.56
O 1.4097 1.8933 3.7203  -0.63
O 5.0408 0.7688 1.5499  -0.20
C 6.2898 0.3903 1.5241  0.65
O 6.7394 -0.4080 0.7224  -0.58
C 7.0855 1.2227 2.5747  0.34
O 6.1339 1.8077 3.3861  -0.50
O 8.2974 1.1849 2.8223  -0.63
O -1.0920 0.1887 2.6685  -0.60
C -2.2441 -0.2700 2.5557  0.64
O -2.6375 -1.5099 2.4798  -0.40
B -4.0315 -1.5628 2.1327  0.85
O -4.5117 -0.1886 2.0484  -0.42
C -3.5021 0.6271 2.2568  0.59
O -3.4414 1.8266 2.2451  -0.60
O -4.8063 -2.3103 3.1647  -0.66
C -5.3170 -3.3746 2.6191  0.13
O -5.9457 -4.2888 3.2135  -0.70
C -4.9761 -3.3733 1.1229  0.64
O -4.2168 -2.2913 0.8777  0.36
O -5.2713 -4.3183 0.3201  -0.62
O 5.2419 -0.1889 -1.9376  -0.61
C 4.7818 0.9717 -2.1764  0.64
O 3.4937 1.2632 -2.1776  -0.22
B 3.3014 2.6761 -2.4448  1.02
O 4.6827 3.1972 -2.5780  -0.51
C 5.5274 2.2391 -2.3240  0.44
O 6.6908 2.4277 -2.0365  -0.64
O 2.4908 3.3150 -1.3690  -0.22
C 1.1915 3.5793 -1.7409  0.62
O 0.1816 3.8484 -1.0829  -0.59
C 1.2265 3.3805 -3.2704  0.34
O 2.4335 2.9741 -3.5884  -0.61
O 0.2573 3.4297 -3.9812  -0.57
O 3.3764 -1.1655 -0.1558  -0.48
C 2.1277 -1.2877 0.0377  0.14
O 1.4445 -2.4637 -0.0474  -0.73
B 0.0296 -2.1517 -0.0608  1.23
O -0.0967 -0.7359 0.3643  0.29
C 1.1164 -0.1337 0.3586  0.45
O 1.4410 1.0279 0.5387  -0.29
O -0.5522 -2.4400 -1.3208  -0.53
C -1.3206 -3.5512 -1.2272  0.48
O -1.8792 -4.1585 -2.0823  -0.61
C -1.4247 -3.8377 0.2888  0.77
O -0.6824 -3.0113 0.9067  -0.51
O -2.1359 -4.7616 0.7518  -0.77

---

ORCA calculation (ωB97M-V/def2-TZVPD) on C20H10AuN4O4S3 as an isolated structure.

Summary:
Kohn-Sham gap ... 5.97 eV
Max |F| ... 0.31 eV/Å
Charge ... -1
DFT total energy ... -71249.65753 eV

Each line ends with the Mulliken charge.
Geometry (Å):
Au -0.2577 0.0667 0.4750  0.67
S -0.4837 2.6941 -2.7939  -0.28
C 0.1492 1.1755 -2.6155  0.72
S -0.7559 -0.1326 -1.7422  -0.43
C 1.3700 0.7281 -3.1394  0.19
C 1.9026 -0.5725 -2.9139  0.12
N 2.3891 -1.6070 -2.7472  -0.61
C 2.1738 1.5908 -3.9404  -0.08
N 2.8554 2.2710 -4.5749  -0.59
S 1.2011 -3.9076 1.7224  -0.26
C 0.7959 -4.0502 0.0650  -0.44
C 0.3004 -2.8974 -0.4643  -0.26
C 0.2286 -1.8639 0.5031  0.23
C 0.6992 -2.2647 1.7302  -0.41
C 0.7263 -1.3534 2.8520  1.33
C 1.3032 -1.5974 4.0923  -0.67
C 1.2193 -0.6255 5.0718  -0.31
C 0.5524 0.5621 4.8088  -0.83
C 0.0193 0.7555 3.5483  -0.34
N 0.1233 -0.1713 2.5948  -0.38
H 0.9678 -4.9848 -0.4442  0.45
H 0.0334 -2.7745 -1.5006  0.36
H 1.8121 -2.5346 4.2706  0.34
H 1.6725 -0.7939 6.0402  0.43
H 0.4537 1.3371 5.5545  0.44
H -0.5004 1.6671 3.2824  0.69
O -0.2737 3.6765 2.1917  -0.67
C 0.1218 2.8773 1.3555  0.29
O -0.6514 2.1058 0.6591  -0.75
C 1.6203 2.7258 1.1462  -0.08
C 2.1496 2.2518 -0.0500  0.47
C 3.5188 2.0764 -0.1890  -0.48
C 4.3312 2.3755 0.8901  0.07
C 3.8344 2.8717 2.0842  -0.58
C 2.4689 3.0559 2.1988  -0.83
N 5.7858 2.1671 0.7703  1.01
O 6.2143 1.7298 -0.2765  -0.61
O 6.4798 2.4439 1.7334  -0.64
H 1.4919 2.0605 -0.8867  0.11
H 3.9494 1.7184 -1.1129  0.63
H 4.5134 3.1069 2.8898  0.48
H 2.0342 3.4577 3.1044  0.51

---

ORCA calculation (ωB97M-V/def2-TZVPD) on C20H11Cl2FNO2S5SbTc as an isolated structure at a distorted geometry.

Summary:
Kohn-Sham gap (alpha / beta) ... 6.11 / 6.11 eV
Max |F| ... 1.18 eV/Å
Charge ... +1
DFT total energy ... -117174.68844 eV

Each line ends with the Mulliken charge.
Geometry (Å):
Tc 0.7946 0.5292 -1.6759  0.48
Cl 2.2936 3.2441 4.9935  -0.19
C 2.2018 2.4776 3.4462  0.11
C 3.2609 1.6770 3.0108  -0.54
C 3.2136 1.0575 1.7858  0.30
Cl 4.5376 0.0720 1.2744  -0.15
C 2.1120 1.2168 0.9359  0.35
O 2.1434 0.6331 -0.2534  -0.40
C 1.0532 2.0142 1.3959  0.95
C -0.1305 2.2653 0.6263  -0.29
O -0.4259 1.8122 -0.4889  -0.36
C 1.1099 2.6456 2.6511  -1.08
H 4.1298 1.5449 3.6423  0.47
H -0.8696 2.9277 1.0882  0.38
H 0.2840 3.2652 2.9822  0.42
S -2.1270 -2.0519 0.8383  -0.24
C -0.5237 -2.4931 1.2734  0.84
C -0.1361 -3.4041 2.2537  -0.78
C 1.2130 -3.6103 2.4390  -0.53
C 2.1473 -2.9205 1.6560  -0.99
C 1.7559 -2.0205 0.6861  -0.29
C 0.3911 -1.8001 0.4897  -0.32
N -0.2274 -0.9125 -0.4301  0.84
C -1.5391 -0.9355 -0.3167  0.50
C -2.5364 -0.1607 -1.0809  0.38
C -3.7723 0.1056 -0.4816  -0.69
C -4.7784 0.7545 -1.1703  -0.96
C -4.5730 1.1433 -2.4890  -0.57
C -3.3569 0.8935 -3.0997  -0.57
C -2.3349 0.2611 -2.3988  0.92
H -0.8732 -3.9374 2.8412  0.43
H 1.5510 -4.3069 3.1958  0.42
H 3.2057 -3.0900 1.8127  0.43
H 2.5050 -1.4944 0.1158  0.40
H -3.9430 -0.1830 0.5496  0.45
H -5.7214 0.9582 -0.6793  0.42
H -5.3571 1.6508 -3.0379  0.41
H -3.1823 1.2065 -4.1224  0.46
S 1.7005 -2.1291 -4.0197  -0.21
Sb 0.3480 -0.8249 -5.8237  0.58
S 2.2098 -0.9329 -2.5341  0.30
S -0.7983 -0.0398 -3.1934  -0.11
S 1.7483 0.7839 -6.2285  -0.38
F 1.2967 2.1077 -2.4597  -0.57

---

ORCA calculation (ωB97M-V/def2-TZVPD) on C20H11Cl5NiO3 as an isolated structure at a distorted geometry.

Summary:
Kohn-Sham gap (alpha / beta) ... 8.71 / 7.16 eV
Expectation value of S² ... 2.007
Max |F| ... 3.80 eV/Å
2S+1 ... 3
DFT total energy ... -130713.34815 eV

Each line ends with the Mulliken charge.
Geometry (Å):
Ni 11.7734 5.2712 11.7072  -0.02
Cl 13.9548 5.4845 11.0734  -0.14
C 13.9467 5.2237 12.8099  0.78
C 12.6904 4.9944 13.3050  -0.26
C 12.5215 4.5230 14.5771  0.54
Cl 10.9401 4.3754 15.2339  -0.20
C 13.6145 4.4662 15.4150  0.14
Cl 13.3463 4.0380 17.0398  -0.17
C 14.9284 4.7701 14.9223  0.27
Cl 16.3331 4.7160 15.9653  -0.16
C 15.1004 5.1120 13.5738  -0.24
Cl 16.6905 5.3924 12.9392  -0.17
O 9.9972 4.0609 9.3856  -0.65
C 9.3244 5.3100 9.2362  1.84
C 10.4264 6.5609 9.1975  0.33
O 10.4035 7.5112 8.4192  -0.63
O 11.3347 6.4468 10.1734  -0.67
C 8.4564 5.5428 10.4569  0.12
C 7.1596 6.0460 10.3770  -0.31
C 6.3782 6.1236 11.5425  -0.89
C 7.0396 6.0818 12.7661  -0.50
C 8.3846 5.6874 12.8705  -0.57
C 9.0031 5.2500 11.7206  0.05
C 8.4475 5.2278 7.9404  -0.19
C 7.2447 4.5161 7.9503  -0.51
C 6.4164 4.4636 6.8208  -0.60
C 6.7875 5.0288 5.5724  -0.60
C 8.1174 5.4957 5.4678  -0.60
C 8.8697 5.6046 6.6608  -0.17
H 10.5134 3.8892 8.5712  0.46
H 6.7941 6.3893 9.4041  0.62
H 5.3104 6.0653 11.4481  0.40
H 6.4247 6.1399 13.6456  0.34
H 8.8746 5.6989 13.7920  0.42
H 9.9880 4.7034 11.8342  0.10
H 6.8515 3.8972 8.7952  0.38
H 5.4907 3.9089 6.8867  0.38
H 6.1397 5.0537 4.7277  0.42
H 8.6916 5.8022 4.6216  0.41
H 9.8274 6.1594 6.5989  0.24